{
  "formula": "C19H42Cl10NO4PSSi2",
  "method": "wB97M-V/def2-TZVPD",
  "elements": ["C", "C", "O", "Si", "N", "C", "C", "C", "O", "Si", "C", "C", "C", "C", "O", "O", "P", "S", "H", "H", "H", "H", "H", "H", "H", "H", "H", "H", "H", "H", "H", "H", "H", "H", "H", "H", "H", "H", "H", "H", "Cl", "C", "C", "Cl", "H", "H", "H", "H", "Cl", "C", "C", "Cl", "H", "H", "H", "H", "Cl", "C", "C", "Cl", "H", "H", "H", "H", "Cl", "C", "C", "Cl", "H", "H", "H", "H", "Cl", "C", "C", "Cl", "H", "H", "H", "H"],
  "positions_angstrom": [[-1.158, 2.333, 2.773], [-0.004, 2.062, 1.821], [-0.427, 1.301, 0.684], [0.029, -0.249, 0.472], [1.696, -0.426, 0.521], [2.515, -1.210, -0.060], [3.710, -0.674, -0.800], [2.409, -2.714, 0.002], [-0.583, -0.780, -0.930], [-1.578, -0.098, -2.080], [-3.380, -0.354, -1.635], [-3.615, -0.531, -0.130], [-5.069, -0.938, 0.250], [-5.000, -2.179, 1.099], [-5.044, -3.308, 0.710], [-4.772, -1.857, 2.397], [-0.847, -1.420, 2.242], [-1.087, -3.362, 1.944], [-1.013, 3.274, 3.313], [-1.296, 1.540, 3.519], [-2.085, 2.417, 2.193], [0.818, 1.533, 2.328], [0.415, 2.999, 1.436], [3.743, -1.103, -1.809], [3.671, 0.417, -0.840], [4.641, -0.987, -0.308], [2.484, -3.149, -1.002], [3.263, -3.098, 0.576], [1.480, -3.034, 0.484], [-1.260, 1.337, -2.234], [-1.252, -0.784, -3.342], [-3.944, 0.514, -2.010], [-3.759, -1.239, -2.166], [-2.928, -1.309, 0.226], [-3.358, 0.395, 0.403], [-5.543, -0.131, 0.814], [-5.672, -1.164, -0.635], [-4.365, -2.647, 2.802], [-2.024, -0.786, 2.678], [0.025, -1.113, 3.298], [-0.653, -2.566, 5.587], [-1.000, -1.843, 7.176], [-1.817, -0.582, 7.045], [-0.886, 0.735, 6.273], [-0.047, -1.651, 7.664], [-1.558, -2.581, 7.751], [-2.109, -0.228, 8.032], [-2.706, -0.749, 6.442], [3.048, -1.703, 5.891], [2.401, -0.603, 4.647], [3.175, 0.687, 4.551], [2.956, 1.715, 5.993], [1.357, -0.422, 4.893], [2.464, -1.128, 3.694], [2.816, 1.256, 3.695], [4.240, 0.503, 4.438], [-2.580, 0.524, -5.764], [-4.071, 1.486, -5.594], [-3.785, 2.966, -5.579], [-2.918, 3.441, -4.090], [-4.562, 1.175, -4.675], [-4.710, 1.242, -6.441], [-4.720, 3.523, -5.594], [-3.167, 3.263, -6.423], [2.488, 3.837, -5.531], [1.499, 5.320, -5.594], [0.023, 5.022, -5.546], [-0.543, 4.202, -7.028], [1.767, 5.852, -6.503], [1.771, 5.923, -4.729], [-0.535, 5.954, -5.464], [-0.231, 4.378, -4.708], [5.385, -3.939, -1.271], [6.504, -4.246, -2.626], [6.924, -2.965, -3.301], [5.567, -2.181, -4.152], [5.996, -4.912, -3.319], [7.378, -4.749, -2.217], [7.690, -3.180, -4.044], [7.313, -2.250, -2.580]],
  "lowdin_charge": [-0.078, -0.289, -0.220, 0.054, 0.060, -0.418, -0.045, -0.050, -0.312, 0.560, -0.290, -0.248, -0.092, -0.557, 0.116, 0.071, 0.254, 0.057, 0.080, 0.021, 0.081, 0.086, 0.120, 0.063, 0.081, 0.077, 0.077, 0.073, 0.034, -0.020, -0.039, 0.071, 0.086, 0.067, 0.109, 0.119, 0.121, 0.122, -0.059, -0.118, 0.560, -0.640, -0.636, 0.567, 0.067, 0.075, 0.073, 0.068, 0.547, -0.697, -0.653, 0.534, -0.013, 0.064, 0.057, 0.069, 0.550, -0.652, -0.648, 0.551, 0.059, 0.074, 0.074, 0.026, 0.537, -0.665, -0.668, 0.551, 0.066, 0.072, 0.075, 0.034, 0.579, -0.648, -0.659, 0.545, 0.069, 0.074, 0.073, 0.067],
  "spin_multiplicity": 1,
  "smiles": "CCO[Si@](N=C(C)C)(O[SiH2]CCCC(=O)O)[PH2]=S.ClCCCl.ClCCCl.ClCCCl.ClCCCl.ClCCCl",
  "orbital_gap_ev": 8.48,
  "e_homo_ha": -0.29348
}